20
Properties=species:S:1:pos:R:3 method="wB97M-V/def2-TZVPD" de_lowest_ev=1.643 lumo_energy_ev=0.7 e_homo_ev=-9.65
C 2.335 -1.195 -0.387
C 1.177 -0.825 -1.287
N 0.227 0.021 -0.763
C 0.197 0.460 0.659
C -0.329 1.904 0.745
N -1.681 2.117 0.234
O 1.149 -1.122 -2.467
H 2.941 -1.875 -0.986
H 2.956 -0.342 -0.134
H 2.042 -1.771 0.490
H -0.275 0.687 -1.322
H -0.573 -0.230 1.030
H 1.060 0.460 1.321
H -0.316 2.222 1.795
H 0.439 2.563 0.330
H -1.734 2.248 -0.771
H -2.228 1.281 0.442
H -2.202 -1.496 0.111
H -2.653 -2.949 0.223
O -2.532 -2.160 0.735



11
Properties=species:S:1:pos:R:3 method="wB97M-V/def2-TZVPD" de_lowest_ev=2.243 lumo_energy_ev=-5.4 total_charge=+1 e_homo_ev=-14.90
C -0.645 0.595 -0.031
C 1.664 0.007 0.025
N 0.253 -0.291 0.012
O 0.024 -1.608 0.045
S -2.778 0.013 0.023
H -0.492 1.654 -0.061
H 2.134 -0.460 -0.841
H 2.108 -0.431 0.922
H 1.837 1.079 0.013
H -0.929 -1.825 0.061
H -3.177 1.267 -0.168



10
Properties=species:S:1:pos:R:3 method="wB97M-V/def2-TZVPD" de_lowest_ev=2.386 lumo_energy_ev="-6.2 / -6.2" total_charge=+1 e_homo_ev="-13.37 / -13.37"
C 0.688 2.539 0.534
C -0.660 -1.323 0.207
N 0.159 1.478 0.248
N -0.989 1.032 -0.277
N -1.152 -0.226 -0.372
N 0.438 -1.965 -0.070
S 1.915 3.502 0.716
H -2.148 -0.440 -0.678
H 0.631 -2.790 0.565
H 1.118 -1.808 -0.872



27
Properties=species:S:1:pos:R:3 method="wB97M-V/def2-TZVPD" de_lowest_ev=0.735 lumo_energy_ev=0.8 e_homo_ev=-8.58
C 0.313 -3.567 0.047
C -0.171 -1.582 -2.851
C -0.183 -2.622 -0.989
C -1.476 -2.263 -1.211
N 0.614 -2.155 -2.009
N -1.479 -1.680 -2.461
H 0.039 -1.054 -3.767
H -2.173 -0.982 -2.685
H -2.338 -2.252 -0.571
H 1.343 -3.469 0.375
H 0.257 -4.574 -0.387
H -0.390 -3.606 0.881
C 2.270 2.410 2.141
C 0.997 2.193 1.355
C 1.011 1.477 0.154
C -0.240 2.410 1.962
C -0.167 1.134 -0.473
C -1.381 2.326 1.171
C -1.386 1.672 -0.057
H 2.019 2.679 3.168
H 2.885 3.202 1.731
H 1.955 1.337 -0.361
H -0.291 2.633 3.018
H -0.285 0.481 -1.330
H -2.315 2.630 1.635
H -2.268 1.734 -0.677
H 2.839 1.487 2.192



13
Properties=species:S:1:pos:R:3 method="wB97M-V/def2-TZVPD" de_lowest_ev=0.616 lumo_energy_ev=3.4 total_charge=-1 e_homo_ev=-5.22
C 0.829 0.175 0.661
C -0.532 -0.265 -0.172
O 0.358 -0.847 -2.722
O -1.974 -0.214 -2.233
O -0.156 1.407 -2.176
O -1.596 0.468 0.409
S -0.827 -2.063 -0.030
S -0.548 0.063 -2.051
H 0.597 0.852 1.464
H 1.520 0.744 -0.061
H 1.232 -0.671 0.976
H -2.255 0.747 -0.185
H -1.304 -2.314 -1.215



15
Properties=species:S:1:pos:R:3 method="wB97M-V/def2-TZVPD" de_lowest_ev=3.327 lumo_energy_ev=1.0 e_homo_ev=-8.09
C 2.337 -0.462 0.041
C 1.541 -0.573 1.080
N 0.408 0.185 1.374
H 2.059 -0.147 -0.975
H 3.389 -0.823 0.184
H 1.756 -1.396 1.786
H 0.195 1.071 0.852
H 0.157 0.096 2.354
O -2.030 1.001 -0.128
C -1.149 0.748 -0.912
C -1.167 -0.735 -1.382
H -0.375 1.580 -1.233
H -1.447 -0.868 -2.443
H -1.620 -1.576 -0.776
H -0.102 -1.109 -1.304



10
Properties=species:S:1:pos:R:3 method="wB97M-V/def2-TZVPD" de_lowest_ev=2.023 lumo_energy_ev=0.0 e_homo_ev=-8.50
C 0.469 -0.014 0.113
C -1.295 0.424 -1.506
P 0.342 1.254 -1.182
P -1.409 -0.426 0.190
S -1.567 -0.476 -3.011
S -2.451 1.303 -2.530
H 1.094 -0.818 -0.202
H 0.932 0.228 1.005
H -0.213 2.172 -0.356
H -1.051 -1.674 -0.230



66
Properties=species:S:1:pos:R:3 method="wB97M-V/def2-TZVPD" de_lowest_ev=0.272 lumo_energy_ev=0.0 e_homo_ev=-8.85
C 3.980 2.728 -2.723
O 2.980 3.211 -3.611
H 3.802 1.680 -2.507
H 4.980 2.814 -3.167
H 4.016 3.309 -1.798
H 3.080 4.161 -3.700
C -3.984 -3.129 0.258
O -2.640 -3.072 -0.239
H -4.157 -4.052 0.812
H -4.204 -2.308 0.946
H -4.584 -3.053 -0.645
H -2.038 -3.342 0.462
C -0.096 1.234 -4.284
O 1.275 1.100 -4.056
H -0.582 0.253 -4.238
H -0.615 1.813 -3.507
H -0.317 1.631 -5.278
H 1.744 1.948 -4.060
C 2.111 -4.789 0.636
O 2.901 -5.701 0.447
N 1.592 -4.035 -0.377
N 1.731 -4.406 1.898
H 1.767 -4.350 -1.312
H 1.054 -3.197 -0.226
H 2.159 -4.999 2.590
H 0.860 -3.971 2.134
C -5.001 0.526 -0.722
O -4.075 0.430 0.080
N -4.873 0.167 -2.025
N -6.221 1.021 -0.370
H -5.618 0.372 -2.666
H -3.982 -0.100 -2.398
H -6.337 1.397 0.551
H -6.955 1.119 -1.046
C 1.106 2.041 3.048
O 1.754 3.020 2.658
N 0.072 2.163 3.922
N 1.313 0.778 2.621
H -0.253 3.082 4.156
H -0.543 1.387 4.111
H 0.729 0.003 2.873
H 1.948 0.654 1.843
C 4.457 1.661 0.660
O 3.626 0.756 0.712
N 4.134 2.918 1.044
N 5.693 1.479 0.103
H 3.208 3.003 1.474
H 4.696 3.746 0.983
H 6.315 2.250 -0.041
H 5.947 0.530 -0.101
C 0.565 -0.617 -0.472
O 0.885 -1.190 0.576
N 1.361 0.262 -1.105
N -0.656 -0.853 -1.035
H 1.227 0.566 -2.056
H 2.267 0.369 -0.660
H -1.249 -1.452 -0.487
H -0.990 -0.315 -1.811
C -2.370 -0.386 3.128
O -1.724 -0.500 4.163
N -3.569 0.278 3.032
N -1.977 -0.844 1.895
H -4.000 0.207 2.126
H -3.955 0.636 3.884
H -2.567 -0.572 1.123
H -1.201 -1.470 1.773